Density functional theory data (ωB97M-V with the def2-TZVPD basis set) for a single C9H16OSi2 molecule in a non-equilibrium geometry.

## Properties
E_HOMO (eV): -8.6
SMILES string: Cc1ccc(C)c([SiH2]O[SiH3])c1C
Multiplicity: 1
LUMO energy (eV): 0.63

Last column: Löwdin charge in e.
CARTESIAN COORDINATES (ANGSTROEM)
C 2.59 -1.22 -0.01  -0.04
C 1.52 -2.09 -0.18  -0.04
C 2.43 0.22 -0.07  -0.19
C 0.19 -1.57 -0.35  -0.27
C 1.13 0.78 -0.24  -0.21
C 0.00 -0.15 -0.20  -0.18
C 3.73 1.10 0.05  -0.06
C -1.01 -2.47 -0.29  -0.06
C 0.91 2.33 -0.07  -0.07
O -2.99 0.37 0.30  -0.52
Si -4.49 0.22 1.10  0.58
Si -1.68 0.63 -0.65  0.57
H 3.52 -1.66 0.21  0.08
H 1.57 -3.17 -0.06  0.10
H 4.54 0.52 -0.15  0.02
H 3.74 1.99 -0.69  0.10
H 3.80 1.54 1.10  0.10
H -0.70 -3.42 -0.64  0.06
H -1.35 -2.57 0.67  0.06
H -1.69 -2.03 -1.08  0.08
H 0.37 2.72 -0.89  0.03
H 0.22 2.50 0.75  0.07
H 1.94 2.80 0.10  0.08
H -4.18 0.31 2.48  -0.09
H -4.90 -1.10 0.79  -0.08
H -5.42 1.23 0.64  -0.08
H -1.51 2.01 -0.71  -0.04
H -2.29 0.19 -1.91  -0.01

Density functional theory data (ωB97M-V with the def2-TZVPD basis set) for a molecular structure, C41H34O4S7Y.

## Properties
E_HOMO (eV): -9.7
Multiplicity: 1
LUMO energy (eV): -2.73
Net charge: +1

Last column: Löwdin charge in e.
CARTESIAN COORDINATES (ANGSTROEM)
Y 1.25 -2.27 1.77  1.08
C 2.01 6.46 1.82  -0.04
C 2.09 5.02 1.39  -0.26
C 1.41 4.03 2.08  -0.02
C 1.48 2.70 1.68  -0.06
C 2.23 2.38 0.57  -0.38
C 2.95 3.34 -0.13  -0.07
C 2.87 4.66 0.28  -0.03
S 2.37 0.69 0.03  1.11
O 1.58 -0.11 1.05  -0.63
C 1.45 0.70 -1.50  -0.31
C 2.20 0.18 -2.58  -0.07
C 1.65 0.11 -3.82  0.00
C 0.33 0.55 -4.05  -0.14
C -0.26 0.48 -5.34  -0.02
C -1.54 0.90 -5.54  -0.05
C -2.30 1.42 -4.46  -0.05
C -1.76 1.50 -3.21  -0.02
C -0.43 1.07 -2.97  -0.11
C 0.15 1.13 -1.67  -0.15
C -0.70 1.62 -0.54  -0.15
C -0.92 3.02 -0.35  -0.12
C -0.31 3.99 -1.18  -0.01
C -0.53 5.32 -0.97  -0.05
C -1.38 5.75 0.08  -0.06
C -1.98 4.83 0.89  -0.02
C -1.77 3.45 0.69  -0.15
C -2.40 2.49 1.53  0.00
C -2.21 1.16 1.32  -0.03
C -1.37 0.74 0.27  -0.29
S -1.12 -1.00 0.00  1.06
O -0.88 -1.57 1.40  -0.59
C -2.73 -1.56 -0.45  -0.39
C -3.06 -1.53 -1.80  -0.07
C -4.29 -2.02 -2.20  -0.02
C -5.17 -2.57 -1.28  -0.25
C -6.47 -3.18 -1.73  -0.03
C -4.81 -2.60 0.07  -0.01
C -3.59 -2.10 0.49  -0.06
H 1.15 6.63 2.47  0.08
H 1.92 7.12 0.96  0.08
H 2.91 6.75 2.37  0.09
H 0.80 4.29 2.93  0.12
H 0.93 1.93 2.21  0.12
H 3.56 3.07 -0.98  0.12
H 3.41 5.42 -0.26  0.12
H 3.21 -0.18 -2.40  0.11
H 2.22 -0.30 -4.65  0.13
H 0.33 0.08 -6.15  0.12
H -1.98 0.84 -6.52  0.11
H -3.31 1.75 -4.63  0.11
H -2.36 1.89 -2.40  0.12
H 0.34 3.67 -1.98  0.13
H -0.06 6.06 -1.60  0.11
H -1.55 6.81 0.23  0.11
H -2.64 5.15 1.69  0.12
H -3.05 2.83 2.33  0.12
H -2.69 0.41 1.95  0.12
H -2.36 -1.14 -2.53  0.11
H -4.55 -2.01 -3.25  0.12
H -6.81 -2.74 -2.66  0.08
H -7.24 -3.06 -0.98  0.08
H -6.33 -4.25 -1.90  0.09
H -5.48 -3.04 0.79  0.12
H -3.29 -2.16 1.53  0.11
O -2.64 -4.93 -1.56  -0.04
C -1.63 -4.75 -0.93  -1.01
S -1.45 -5.16 0.79  0.98
C 0.21 -4.63 0.98  -1.19
C 0.82 -4.10 -0.13  -1.19
S 2.43 -3.40 -0.25  0.52
S -0.15 -4.04 -1.60  0.95
S 0.85 -4.73 2.61  0.52
O 2.94 -2.00 3.18  -0.68
S 4.21 -2.56 3.83  1.04
C 4.99 -3.67 2.62  -0.30
C 4.60 -5.10 2.97  -0.22
C 4.50 -5.14 4.50  -0.22
C 3.66 -3.93 4.89  -0.31
H 6.06 -3.49 2.71  0.10
H 4.65 -3.34 1.64  0.06
H 5.35 -5.80 2.60  0.12
H 3.64 -5.34 2.52  0.07
H 5.49 -5.09 4.95  0.12
H 4.02 -6.06 4.85  0.12
H 3.75 -3.63 5.93  0.09
H 2.61 -4.07 4.64  0.05

Density functional theory data (ωB97M-V with the def2-TZVPD basis set) for a single C4H7N3O molecule in a non-equilibrium geometry.

## Properties
E_HOMO (eV): -8.2
SMILES string: [H]/N=C/N/C=C\NC=O
Multiplicity: 1
LUMO energy (eV): 0.17

Last column: Löwdin charge in e.
CARTESIAN COORDINATES (ANGSTROEM)
C -1.37 1.25 -0.98  -0.24
C 0.93 0.70 -1.45  -0.16
C 1.29 -0.08 -0.43  -0.13
C 0.83 -1.64 1.51  -0.20
H -2.74 0.06 0.12  0.10
H -2.15 2.12 -1.27  0.13
H -0.50 2.36 -2.45  0.22
H 1.64 1.50 -2.01  0.15
H 2.31 -0.63 -0.50  0.14
H -0.42 -0.44 0.76  0.06
H 1.81 -2.39 1.38  0.17
N -1.69 0.33 0.00  0.02
N -0.17 1.62 -1.62  -0.07
N 0.49 -0.86 0.43  -0.05
O -0.05 -1.44 2.56  -0.14

Density functional theory data (ωB97M-V with the def2-TZVPD basis set) for 3 unconnected molecules or ions with the total composition C5H14O2 in a non-equilibrium geometry.

## Properties
E_HOMO (eV): -9.3
SMILES string: C/C=C/CC.O.O
Multiplicity: 1
LUMO energy (eV): 0.66

Last column: Löwdin charge in e.
CARTESIAN COORDINATES (ANGSTROEM)
C -1.06 2.30 -0.09  -0.11
C -0.95 1.08 0.83  -0.25
C -1.05 -0.17 0.02  -0.18
C -0.32 -0.41 -1.08  -0.16
C -0.45 -1.71 -1.90  -0.09
H -1.29 3.26 0.40  0.07
H -1.80 2.23 -0.90  0.08
H -0.13 2.44 -0.62  0.06
H -1.72 1.08 1.61  0.10
H -0.01 1.06 1.38  0.10
H -1.93 -0.82 0.00  0.11
H 0.54 0.21 -1.38  0.11
H -1.19 -2.32 -1.38  0.06
H 0.49 -2.24 -1.93  0.06
H -0.75 -1.49 -2.92  0.07
H 3.00 1.04 1.01  0.01
H 3.12 -0.51 0.76  0.01
O 3.53 0.34 0.64  -0.05
H 0.19 -1.93 1.26  0.03
H 0.79 -1.84 2.60  0.04
O 0.99 -1.60 1.69  -0.05

Density functional theory data (ωB97M-V with the def2-TZVPD basis set) for 7 unconnected molecules or ions with the total composition C28H35F21O14 in a non-equilibrium geometry.

## Properties
E_HOMO (eV): -11.1
SMILES string: CCOC(=O)C(F)(F)F.CCOC(=O)C(F)(F)F.CCOC(=O)C(F)(F)F.CCOC(=O)C(F)(F)F.CCOC(=O)C(F)(F)F.CCOC(=O)C(F)(F)F.CCOC(=O)C(F)(F)F
Multiplicity: 1
LUMO energy (eV): 0.20

Last column: Löwdin charge in e.
CARTESIAN COORDINATES (ANGSTROEM)
C -23.78 -9.76 -10.18  -0.06
C -25.20 -9.40 -9.71  -0.23
O -25.41 -9.75 -8.36  0.00
C -26.64 -9.68 -7.72  -0.30
O -27.66 -9.25 -8.26  0.14
C -26.74 -10.38 -6.34  -0.49
F -27.87 -11.07 -6.25  0.17
F -25.69 -11.25 -6.18  0.14
F -26.75 -9.35 -5.46  0.15
H -23.13 -9.18 -9.52  0.07
H -23.51 -9.43 -11.19  0.08
H -23.51 -10.80 -9.98  0.08
H -25.90 -9.98 -10.32  0.12
H -25.34 -8.34 -9.89  0.13
C -29.92 -8.85 -3.74  -0.05
C -30.55 -9.52 -2.55  -0.19
O -31.90 -9.96 -2.91  -0.03
C -32.90 -10.16 -1.90  -0.26
O -32.60 -10.10 -0.71  0.14
C -34.35 -10.32 -2.40  -0.63
F -34.86 -11.48 -2.00  0.18
F -35.05 -9.37 -1.85  0.19
F -34.50 -10.19 -3.69  0.19
H -30.25 -9.36 -4.65  0.07
H -28.83 -8.78 -3.76  0.06
H -30.27 -7.82 -3.86  0.06
H -30.50 -8.84 -1.70  0.12
H -30.09 -10.47 -2.31  0.13
C -36.67 -7.73 -5.23  -0.04
C -36.75 -6.24 -5.63  -0.23
O -38.12 -5.96 -5.58  -0.03
C -38.67 -4.72 -5.97  -0.29
O -38.01 -3.82 -6.47  0.15
C -40.16 -4.60 -5.70  -0.49
F -40.59 -5.76 -5.17  0.16
F -40.20 -3.59 -4.77  0.14
F -40.87 -4.23 -6.79  0.17
H -35.63 -8.05 -5.18  0.07
H -37.25 -8.39 -5.87  0.08
H -37.09 -7.79 -4.22  0.07
H -36.40 -6.05 -6.64  0.12
H -36.15 -5.63 -4.96  0.11
C -31.53 -11.95 -6.31  -0.05
C -31.07 -13.16 -5.55  -0.25
O -31.98 -14.18 -5.29  0.04
C -32.90 -14.00 -4.31  -0.30
O -33.00 -13.02 -3.58  0.15
C -33.91 -15.19 -4.23  -0.58
F -34.20 -15.72 -5.37  0.20
F -33.25 -16.19 -3.54  0.12
F -35.02 -14.97 -3.61  0.22
H -30.68 -11.26 -6.35  0.07
H -32.39 -11.46 -5.86  0.08
H -31.73 -12.28 -7.33  0.08
H -30.57 -12.83 -4.64  0.12
H -30.25 -13.58 -6.13  0.13
C -26.31 -7.54 -2.43  -0.05
C -26.13 -8.49 -1.24  -0.26
O -25.45 -9.62 -1.60  0.02
C -25.21 -10.53 -0.57  -0.25
O -25.32 -10.25 0.65  0.13
C -24.67 -11.91 -1.05  -0.56
F -23.48 -12.15 -0.45  0.16
F -25.44 -12.92 -0.71  0.19
F -24.50 -11.94 -2.37  0.17
H -26.97 -6.73 -2.13  0.08
H -26.70 -7.99 -3.34  0.04
H -25.42 -7.02 -2.78  0.08
H -27.11 -8.75 -0.84  0.13
H -25.66 -7.94 -0.42  0.13
C -29.36 -3.80 -3.44  -0.05
C -30.89 -3.73 -3.64  -0.22
O -31.14 -4.76 -4.53  -0.02
C -32.31 -5.46 -4.71  -0.26
O -33.26 -5.44 -3.90  0.12
C -32.19 -6.35 -5.97  -0.50
F -32.48 -7.57 -5.45  0.13
F -33.19 -6.03 -6.89  0.12
F -31.00 -6.39 -6.53  0.20
H -29.15 -4.85 -3.22  0.07
H -29.04 -3.13 -2.64  0.08
H -28.75 -3.72 -4.33  0.08
H -31.29 -2.75 -3.90  0.14
H -31.34 -4.06 -2.71  0.11
C -36.92 -5.69 -1.63  -0.06
C -35.53 -5.10 -1.52  -0.17
O -34.81 -5.95 -0.54  0.00
C -33.51 -5.68 -0.12  -0.30
O -32.88 -4.69 -0.42  0.14
C -32.97 -6.74 0.90  -0.47
F -31.94 -7.41 0.38  0.15
F -32.43 -6.20 2.02  0.15
F -33.97 -7.63 1.26  0.12
H -37.43 -5.28 -2.50  0.07
H -37.56 -5.42 -0.79  0.08
H -36.99 -6.73 -1.93  0.07
H -35.64 -4.08 -1.16  0.13
H -35.03 -5.02 -2.48  0.09

Density functional theory data (ωB97M-V with the def2-TZVPD basis set) for 2 unconnected molecules or ions with the total composition CH3NO3P in a non-equilibrium geometry.

## Properties
E_HOMO (eV): -4.9
Multiplicity: 1
LUMO energy (eV): 3.70
Net charge: -1

Last column: Löwdin charge in e.
CARTESIAN COORDINATES (ANGSTROEM)
C -0.26 -0.72 2.63  -0.16
N -0.47 1.50 -1.85  -0.24
O 0.53 -0.62 -3.23  -0.44
O -0.20 -1.20 3.70  -0.01
O 1.44 0.06 -0.89  -0.45
P 0.44 0.21 -2.00  0.26
H 0.71 -0.42 2.17  0.08
H -1.03 1.70 -2.61  -0.12
H -1.16 -0.51 2.09  0.07

Density functional theory data (ωB97M-V with the def2-TZVPD basis set) for 2 unconnected molecules or ions with the total composition C4H12 in a non-equilibrium geometry.

## Properties
E_HOMO (alpha / beta) (eV): 1.5 / -7.5
Multiplicity: 2
LUMO energy (alpha / beta) (eV): 4.42 / 4.48
Net charge: -1

Last column: Löwdin charge in e.
CARTESIAN COORDINATES (ANGSTROEM)
C 1.24 2.38 -0.61  -0.29
C 0.14 2.07 -1.64  -0.34
H 2.03 1.65 -0.76  0.02
H 1.62 3.38 -0.81  0.03
H 0.84 2.34 0.41  0.03
H 0.50 1.73 -2.61  0.03
H -0.53 1.25 -1.38  0.01
H -0.51 2.92 -1.68  0.03
C -0.76 -2.85 0.67  -0.32
C -0.53 -1.64 1.57  -0.37
H -0.49 -2.66 -0.37  0.02
H -0.07 -3.65 0.96  0.04
H -1.78 -3.20 0.80  0.04
H -1.15 -1.70 2.48  0.03
H -1.02 -0.72 1.19  0.02
H 0.48 -1.30 1.78  0.02

Density functional theory data (ωB97M-V with the def2-TZVPD basis set) for 2 unconnected molecules or ions with the total composition C3H11N3O in a non-equilibrium geometry.

## Properties
E_HOMO (eV): -8.2
SMILES string: [H]/N=C(/N)NCC.O
Multiplicity: 1
LUMO energy (eV): 0.60

Last column: Löwdin charge in e.
CARTESIAN COORDINATES (ANGSTROEM)
C -1.87 -1.11 1.57  -0.12
C -0.81 -1.13 0.47  -0.31
N -0.86 0.02 -0.43  -0.02
C 0.24 0.58 -1.26  -0.47
N 1.24 -0.44 -1.62  0.07
N -0.18 1.58 -1.90  0.06
H -2.71 -0.49 1.26  0.06
H -2.25 -2.05 1.99  0.07
H -1.43 -0.49 2.42  0.08
H -1.27 -1.98 -0.11  0.11
H 0.22 -1.46 0.76  0.11
H -1.57 -0.28 -1.00  0.06
H 2.00 -0.92 -1.06  0.10
H 1.85 0.00 -2.38  0.10
H -0.25 2.57 -1.50  0.09
H 2.69 1.07 2.34  0.06
H 1.27 1.04 2.78  0.00
O 1.83 0.60 2.18  -0.06

For reference, energy above the lowest of the compared OMol25 structures with the same formula, charge and spin by record: 0.000 0.015 5.929 0.879 4.195 1.345 0.365 3.944 eV.
For reference, E_tot by record: -27395.5861 -128148.9097 -10773.8184 -9506.1209 -115334.5908 -18009.2159 -4340.6720 -9804.0571 eV.